Record 1
{
  "formula": "C10H7NO2Pb",
  "method": "ωB97M-V/def2-TZVPD",
  "charge": 2,
  "lumo_energy_ev": -11.36,
  "homo_ev": -16.0,
  "homo_lumo_gap_ev": 4.60,
  "species": ["C", "C", "N", "C", "O", "C", "C", "C", "C", "C", "C", "C", "O", "H", "H", "H", "H", "H", "H", "H", "Pb"],
  "positions_angstrom": [[2.94757, -0.80165, 0.55566], [1.99261, 0.08092, 0.97324], [1.69280, 1.25451, 0.13192], [1.40217, 0.59417, -1.15824], [2.04035, 0.54673, -2.14436], [-0.03940, -0.00494, -0.94514], [-0.72917, -1.13911, -1.53797], [-2.13014, -1.36899, -1.09129], [-2.74731, -0.46894, -0.11537], [-2.01641, 0.67352, 0.49589], [-0.63265, 0.88554, 0.06485], [0.45136, 1.94613, 0.47416], [0.34902, 3.04579, 0.90478], [2.78976, -1.87862, 0.81266], [3.82780, -0.51756, -0.05941], [1.41583, -0.09803, 1.91753], [-0.20762, -1.78658, -2.27560], [-2.70668, -2.22991, -1.50624], [-3.81152, -0.64194, 0.18651], [-2.48131, 1.37546, 1.23990], [-1.40706, 0.53348, 3.07650]]
}



Record 2
{
  "formula": "C37H39B2F4N6O6PTi",
  "method": "ωB97M-V/def2-TZVPD",
  "s_squared": 2.037,
  "lumo_energy_ev": [-0.46, -0.64],
  "multiplicity": 3,
  "homo_ev": [-7.3, -8.8],
  "homo_lumo_gap_ev": [6.84, 8.16],
  "species": ["Ti", "C", "C", "N", "O", "B", "F", "F", "O", "N", "C", "C", "C", "N", "O", "B", "F", "F", "O", "N", "C", "C", "C", "H", "H", "H", "H", "H", "H", "H", "H", "H", "H", "H", "H", "N", "P", "C", "C", "C", "C", "C", "C", "C", "C", "C", "C", "C", "C", "C", "C", "C", "C", "C", "C", "H", "H", "H", "H", "H", "H", "H", "H", "H", "H", "H", "H", "H", "H", "H", "C", "C", "C", "C", "C", "C", "C", "O", "C", "C", "C", "H", "H", "H", "H", "H", "H", "H", "H", "H", "H", "H", "H", "O", "C", "N"],
  "positions_angstrom": [[-0.08566, -1.18101, -1.00573], [1.33501, -5.40041, -0.29973], [0.77257, -4.11027, -0.79002], [0.98340, -2.97244, -0.22445], [1.85081, -3.01637, 0.80810], [1.90169, -1.92364, 1.80638], [0.92094, -2.10878, 2.79507], [3.15781, -2.00849, 2.38023], [1.66089, -0.54435, 1.25464], [1.68623, -0.33009, -0.13339], [2.98647, -0.18942, -0.69999], [4.13774, -0.14556, 0.24243], [3.13352, -0.12134, -2.10492], [2.31466, -0.43062, -3.08643], [1.12375, -1.04393, -2.76496], [0.55258, -1.74589, -4.04439], [1.51242, -2.65312, -4.46312], [0.22533, -0.81591, -4.98861], [-0.67773, -2.45321, -3.57874], [-0.44153, -2.84980, -2.28537], [0.09534, -3.99650, -2.09541], [0.25371, -5.04604, -3.14014], [4.45831, 0.36251, -2.65565], [1.58136, -5.32247, 0.75465], [2.24792, -5.64983, -0.84577], [0.61915, -6.20660, -0.45868], [3.88348, 0.41717, 1.14057], [5.00290, 0.30087, -0.23749], [4.40315, -1.15089, 0.58018], [-0.33673, -4.78614, -4.01285], [-0.05077, -6.01711, -2.74788], [1.30012, -5.10684, -3.44369], [5.25236, -0.35334, -2.43939], [4.74941, 1.32611, -2.23365], [4.36462, 0.45649, -3.73430], [0.72929, 0.62884, -0.46655], [0.85111, 2.23088, -0.38839], [2.35211, 2.76152, 0.44617], [2.41795, 2.73681, 1.83812], [3.60704, 3.04734, 2.47772], [4.72911, 3.38336, 1.73323], [4.66793, 3.40859, 0.34705], [3.48274, 3.09547, -0.29890], [-0.58941, 2.78794, 0.53081], [-1.33351, 3.90264, 0.16020], [-2.45177, 4.25756, 0.90032], [-2.82699, 3.50110, 2.00078], [-2.08680, 2.38545, 2.36989], [-0.96900, 2.02614, 1.63534], [0.82277, 2.98280, -2.01192], [1.13282, 4.33556, -2.18353], [1.07792, 4.89455, -3.44829], [0.71851, 4.10824, -4.53866], [0.40806, 2.76878, -4.36871], [0.45418, 2.20081, -3.10298], [1.54693, 2.46560, 2.41951], [3.66038, 3.02158, 3.55790], [5.65697, 3.62434, 2.23568], [5.54513, 3.66717, -0.23173], [3.43316, 3.10347, -1.38034], [-1.06045, 4.47329, -0.71803], [-3.03983, 5.11678, 0.60622], [-3.70781, 3.77523, 2.56698], [-2.39496, 1.78753, 3.21906], [-0.38791, 1.14796, 1.89028], [1.42630, 4.94130, -1.33348], [1.32087, 5.94010, -3.58639], [0.68288, 4.54775, -5.52740], [0.13285, 2.14946, -5.21209], [0.20102, 1.15880, -2.97019], [-6.77270, -1.83784, 4.22714], [-5.42907, -1.69046, 3.57266], [-5.28740, -1.82180, 2.19749], [-4.05428, -1.71108, 1.57116], [-3.97685, -1.85940, 0.07994], [-2.92218, -1.44927, 2.36951], [-1.59523, -1.28072, 1.81618], [-1.27638, -1.45126, 0.64334], [-3.04426, -1.31779, 3.77200], [-1.85529, -1.06240, 4.66876], [-4.29650, -1.43982, 4.34428], [-7.57623, -1.81073, 3.49319], [-6.94072, -1.04588, 4.95746], [-6.83202, -2.78979, 4.75883], [-6.16544, -2.01309, 1.59130], [-4.97523, -1.97546, -0.33857], [-3.37882, -2.72828, -0.19989], [-3.49403, -1.00029, -0.38500], [-0.80736, -0.98611, 2.50803], [-1.06834, -1.80431, 4.53182], [-2.16835, -1.08564, 5.71085], [-1.40938, -0.08270, 4.48000], [-4.39686, -1.34353, 5.41975], [-3.27136, 0.24519, -3.56187], [-2.44978, 0.00000, -2.74938], [-1.64080, -0.20503, -1.89413]]
}



Record 3
{
  "formula": "C5H7NOS",
  "method": "ωB97M-V/def2-TZVPD",
  "lumo_energy_ev": [-0.71, -0.71],
  "homo_ev": [-7.3, -7.3],
  "homo_lumo_gap_ev": [6.58, 6.58],
  "species": ["C", "C", "C", "C", "C", "N", "O", "S", "H", "H", "H", "H", "H", "H", "H"],
  "positions_angstrom": [[-0.46578, -1.23932, 0.15400], [-1.78131, -1.56786, -0.05168], [-2.89430, 0.80816, -0.57139], [1.96265, 1.25176, 0.45950], [1.42890, 0.01355, -0.24413], [0.00003, -0.07891, -0.08653], [-2.89425, 1.92999, -0.81807], [-3.12712, -0.54380, 0.19938], [0.17344, -2.11337, 0.17539], [-2.20002, -2.55929, 0.24138], [2.49160, 1.16382, 1.41474], [2.69779, 1.78731, -0.18718], [1.23154, 2.03936, 0.76181], [1.53067, 0.08922, -1.39570], [1.84617, -0.98062, -0.05149]]
}



Record 4
{
  "formula": "C43H51N7O7PSeSiTa",
  "method": "ωB97M-V/def2-TZVPD",
  "charge": 2,
  "lumo_energy_ev": -5.78,
  "homo_ev": -11.8,
  "homo_lumo_gap_ev": 5.97,
  "species": ["Ta", "O", "C", "O", "C", "C", "C", "C", "C", "C", "N", "C", "C", "C", "C", "C", "C", "N", "H", "H", "H", "H", "H", "H", "H", "H", "H", "H", "C", "O", "C", "C", "C", "C", "C", "C", "N", "N", "C", "C", "C", "C", "O", "C", "N", "C", "C", "C", "C", "H", "H", "H", "H", "H", "H", "H", "H", "H", "H", "H", "H", "N", "C", "P", "O", "O", "C", "N", "H", "H", "H", "H", "H", "H", "H", "H", "H", "H", "C", "C", "O", "C", "C", "C", "C", "C", "C", "H", "H", "H", "H", "H", "H", "H", "H", "Se", "C", "Si", "C", "C", "C", "H", "H", "H", "H", "H", "H", "H", "H", "H", "H", "H"],
  "positions_angstrom": [[1.65582, -0.16808, 0.76566], [-2.01874, 7.00073, 0.44297], [-0.79199, 6.60310, 0.81911], [0.12690, 7.36808, 0.79862], [-0.60140, 5.15974, 1.20836], [0.62175, 4.82770, 1.78615], [0.91421, 3.52005, 2.12141], [-0.01526, 2.51268, 1.87271], [-1.23173, 2.82969, 1.29164], [-1.52176, 4.15019, 0.97015], [0.32614, 1.14074, 2.22535], [1.01789, 1.11892, 3.51162], [1.86188, 0.10346, 3.74125], [2.52053, -0.11052, 5.01262], [3.34792, -1.15173, 5.18298], [3.56405, -2.07335, 4.09633], [2.94461, -1.86711, 2.92522], [2.09844, -0.78578, 2.68778], [-2.68863, 6.32479, 0.59363], [1.33831, 5.61865, 1.96283], [1.86910, 3.27535, 2.56870], [-1.96799, 2.06989, 1.07468], [-2.47949, 4.34575, 0.50034], [0.74520, 1.86200, 4.24158], [2.32253, 0.59848, 5.80490], [3.84582, -1.30926, 6.12985], [4.20651, -2.93278, 4.21802], [3.06753, -2.54605, 2.09712], [2.19052, 1.32298, -7.97984], [1.74410, 2.60968, -7.58058], [0.66049, 2.69369, -6.78772], [-0.01702, 1.59384, -6.26261], [-1.11823, 1.78887, -5.44084], [-1.56007, 3.07470, -5.15876], [-0.91840, 4.16970, -5.74389], [0.20162, 3.98718, -6.52021], [-2.71118, 3.40067, -4.38556], [-3.01967, 2.81204, -3.34319], [-2.19419, 1.81998, -2.72100], [-2.70261, 0.56333, -2.52546], [-1.99020, -0.40008, -1.78460], [-0.79924, -0.05222, -1.22308], [-0.01708, -0.89440, -0.46130], [-0.28409, 1.24249, -1.33898], [0.87848, 1.50207, -0.66092], [1.39761, 2.71191, -0.80454], [0.79999, 3.72148, -1.56582], [-0.38803, 3.48242, -2.19808], [-0.96604, 2.19856, -2.10969], [3.04167, 1.49175, -8.63150], [1.41214, 0.79115, -8.53066], [2.50409, 0.72976, -7.11707], [0.29062, 0.58703, -6.50319], [-1.65323, 0.92733, -5.06815], [-1.31921, 5.16115, -5.57495], [0.71920, 4.82383, -6.96909], [-3.66521, 0.31243, -2.95124], [-2.39610, -1.39503, -1.64944], [2.32677, 2.90142, -0.28788], [1.28126, 4.68792, -1.61755], [-0.88173, 4.26609, -2.75660], [5.01903, -1.55657, -1.62513], [4.35107, -2.85710, -1.28006], [2.55903, -2.44504, -1.34626], [2.41825, -1.46326, -2.44493], [2.22083, -1.96197, 0.09015], [1.48426, -3.89033, -1.51864], [0.13438, -3.29309, -1.63903], [6.01795, -1.65961, -1.80539], [4.87631, -0.85881, -0.86760], [4.53880, -1.15837, -2.44564], [4.69428, -3.18478, -0.30203], [4.61778, -3.59346, -2.03684], [1.53823, -4.47502, -0.60035], [1.75193, -4.52536, -2.36393], [-0.56514, -3.94244, -1.28889], [-0.06603, -3.10693, -2.61705], [-0.02526, -1.88370, -0.80286], [-0.01411, -3.94659, 3.60606], [-0.49658, -3.81092, 2.19030], [-0.18857, -2.84872, 1.50334], [-1.38305, -4.86353, 1.62067], [-2.21482, -4.52906, 0.54960], [-3.03931, -5.48330, -0.02040], [-3.02875, -6.78591, 0.46797], [-2.21093, -7.12380, 1.53577], [-1.39909, -6.16244, 2.12134], [0.47711, -3.02861, 3.91966], [0.70288, -4.76796, 3.67866], [-0.84312, -4.18376, 4.27383], [-2.23040, -3.50086, 0.20539], [-3.70451, -5.21724, -0.83149], [-3.67208, -7.53352, 0.02366], [-2.21233, -8.13462, 1.92014], [-0.77406, -6.43407, 2.96209], [3.74724, 0.79886, 0.46206], [-2.50979, -1.10291, 4.42769], [-2.29869, 0.55881, 3.59945], [-3.85160, 0.99093, 2.64675], [-1.90342, 1.89253, 4.84272], [-0.87602, 0.22434, 2.33027], [-3.33921, -1.08933, 5.13717], [-1.60582, -1.38232, 4.97520], [-2.71997, -1.88606, 3.69322], [-4.72786, 0.75415, 3.25429], [-3.94195, 0.42073, 1.71799], [-3.90830, 2.05312, 2.40273], [-2.81207, 2.10644, 5.41173], [-1.58845, 2.82803, 4.37575], [-1.13971, 1.58090, 5.55582], [-0.46409, -0.75196, 2.59889], [-1.31942, 0.09549, 1.33856]]
}



Going through the records in order, we get ΔE to the lowest compared entry with this formula, charge and spin values of 0.00 22.16 102.89 23.51 kcal per mole.
Going through the records in order, we get E_tot values of -782.49137 -3853.62516 -722.75411 -5668.14664 a.u..